Record 1
# C41H43F40N2O10P

A cluster of 6 separate species, C41H43F40N2O10P in total (the ωB97M-V functional and the def2-TZVPD basis, the OMol25 dataset).

Computed properties:
LUMO energy ... -0.4 eV

Each line ends with the Mulliken charge.
Geometry (Å):
C  1.6431  1.1472  4.6130  -1.10
C  0.7776  1.6739  3.4739  0.24
O  0.9208  0.8795  2.3035  -0.30
C  0.6276  1.6175  1.1287  -1.06
C  -0.7733  2.2605  1.1234  -0.18
C  -0.8289  3.7234  1.5072  1.15
C  0.0862  4.5380  0.9574  -0.53
C  0.1223  5.8426  1.2705  -0.54
C  -0.8075  6.3413  2.1293  0.01
C  -1.7486  5.5588  2.6958  0.48
P  -2.9368  6.4237  3.8556  0.17
N  -4.4113  6.4340  2.9170  -0.63
O  -3.2270  5.4023  5.1323  -0.47
C  -1.7649  4.2092  2.3753  0.69
C  -2.7889  3.2984  2.9917  -0.90
C  -3.6007  2.4490  1.9738  0.01
C  -5.0975  2.5434  2.3083  -0.96
O  -5.8101  1.3848  1.9535  -0.51
C  -6.1854  1.3961  0.5784  -0.31
C  -0.5303  7.8404  2.2608  0.08
O  -1.1582  8.6954  2.8628  -0.52
N  0.6451  8.0617  1.5206  -0.17
C  1.0660  6.9201  0.8145  0.15
O  2.0199  6.8532  0.0491  -0.59
H  1.0833  0.4381  5.2166  0.33
H  2.5282  0.6892  4.1846  0.10
H  1.9306  1.9690  5.2631  0.38
H  1.1031  2.6927  3.2377  0.25
H  -0.2656  1.7269  3.7949  -0.09
H  1.4443  2.3122  0.9138  0.36
H  0.6336  0.8837  0.3244  0.51
H  -1.1516  2.1816  0.1046  0.13
H  -1.3858  1.6417  1.7617  0.12
H  0.8097  4.1425  0.2618  0.72
H  -4.2055  7.1049  2.1780  0.34
H  -4.4887  5.5368  2.4305  0.23
H  -4.1507  5.1102  5.0782  0.35
H  -3.4971  3.9158  3.5303  -0.08
H  -2.3557  2.6293  3.7316  0.17
H  -3.3991  2.7120  0.9386  0.00
H  -3.3643  1.3967  2.1123  0.45
H  -5.2294  2.6664  3.3823  0.37
H  -5.5026  3.4508  1.8366  0.42
H  -7.1099  1.9483  0.4267  0.23
H  -5.4157  1.8727  -0.0333  -0.08
H  -6.2732  0.3621  0.2644  0.39
H  0.5773  8.9287  0.9968  0.28
F  -9.9559  2.9630  -2.9983  -0.23
C  -9.4934  3.0615  -1.7396  0.08
F  -8.1407  2.9825  -1.8025  -0.15
C  -10.0153  1.9416  -0.8343  1.09
F  -9.5361  0.7443  -1.2343  -0.28
F  -9.4778  2.1845  0.3971  -0.33
C  -11.5381  1.8338  -0.6207  -0.93
O  -12.2772  0.8865  -1.3845  -0.40
C  -12.7530  1.1720  -2.6496  0.79
F  -12.6499  2.4854  -2.9285  -0.29
F  -14.0716  0.8811  -2.6426  -0.30
C  -12.1070  0.2937  -3.7268  0.18
F  -10.7660  0.4134  -3.7239  -0.20
F  -12.5552  0.6758  -4.9440  -0.26
H  -9.7635  4.0418  -1.3376  0.25
H  -11.6447  1.4686  0.3997  0.42
H  -12.0156  2.8137  -0.6306  0.36
H  -12.3628  -0.7548  -3.5612  0.23
F  -1.9088  -0.5175  -3.2428  -0.18
C  -2.3719  -1.1686  -4.3280  0.08
F  -1.2952  -1.6281  -5.0074  -0.28
C  -3.1930  -0.2598  -5.2486  0.87
F  -2.4089  0.6994  -5.7860  -0.27
F  -3.6013  -1.0537  -6.2789  -0.33
C  -4.4703  0.3883  -4.6784  -0.69
O  -4.4130  1.7358  -4.2168  -0.37
C  -4.0060  2.0540  -2.9397  0.74
F  -3.9279  0.9593  -2.1578  -0.23
F  -4.9677  2.8403  -2.4058  -0.28
C  -2.7089  2.8693  -2.9271  0.08
F  -1.7059  2.2301  -3.5535  -0.24
F  -2.3269  3.0720  -1.6409  -0.17
H  -2.9656  -2.0262  -4.0004  0.28
H  -5.1509  0.4442  -5.5265  0.41
H  -4.9616  -0.2607  -3.9535  0.33
H  -2.8546  3.8344  -3.4160  0.20
F  5.0770  -0.5567  2.7598  -0.25
C  3.9201  -1.0507  2.2768  0.51
F  3.4020  -1.8527  3.2395  -0.25
C  4.1199  -1.8635  0.9963  1.07
F  4.8400  -2.9817  1.2442  -0.28
F  2.8740  -2.2807  0.6242  -0.31
C  4.7144  -1.1439  -0.2301  -0.99
O  6.1024  -1.2883  -0.5082  -0.37
C  7.0584  -0.4819  0.0825  0.82
F  6.4896  0.5655  0.7101  -0.29
F  7.8070  0.0281  -0.9196  -0.28
C  8.0015  -1.2720  0.9946  0.34
F  7.3224  -1.9298  1.9581  -0.21
F  8.8582  -0.4224  1.6047  -0.28
H  3.2234  -0.2228  2.1113  -0.20
H  4.2379  -1.6229  -1.0847  0.44
H  4.4048  -0.0996  -0.2716  0.37
H  8.5639  -1.9969  0.4203  0.11
F  1.7261  -8.4852  -0.0378  -0.22
C  2.9598  -7.9481  -0.0686  0.09
F  3.8428  -8.9753  -0.0945  -0.27
C  3.2482  -7.0718  1.1538  0.96
F  3.2774  -7.8237  2.2749  -0.29
F  4.5129  -6.5921  0.9740  -0.32
C  2.3543  -5.8388  1.3913  -0.57
O  1.2841  -5.9407  2.3270  -0.41
C  0.0480  -6.4425  1.9782  0.80
F  -0.0750  -6.5663  0.6420  -0.29
F  -0.8671  -5.5258  2.3659  -0.30
C  -0.2840  -7.7435  2.7170  0.20
F  0.6480  -8.6885  2.4992  -0.22
F  -1.4706  -8.2204  2.2726  -0.26
H  3.0729  -7.3729  -0.9917  0.27
H  3.0138  -5.0998  1.8447  0.21
H  2.0244  -5.3924  0.4532  0.37
H  -0.3491  -7.5602  3.7914  0.23
F  13.2113  -5.1492  -1.6786  -0.22
C  12.5506  -5.7913  -2.6599  0.11
F  13.4788  -6.2917  -3.5082  -0.26
C  11.6148  -4.8611  -3.4378  0.86
F  12.3247  -3.9325  -4.1129  -0.27
F  11.0092  -5.6470  -4.3740  -0.33
C  10.4760  -4.1665  -2.6657  -0.70
O  10.6536  -2.8182  -2.2376  -0.37
C  11.2819  -2.4987  -1.0517  0.74
F  11.4447  -3.5894  -0.2806  -0.30
F  10.4356  -1.6779  -0.3790  -0.25
C  12.5865  -1.7235  -1.2633  0.20
F  13.4444  -2.4091  -2.0390  -0.23
F  13.1799  -1.5155  -0.0666  -0.25
H  11.9935  -6.6260  -2.2256  0.28
H  9.6626  -4.0933  -3.3860  0.41
H  10.0956  -4.7943  -1.8599  0.33
H  12.3804  -0.7611  -1.7368  0.25

Record 2
# C3H7F2N

A structure of composition C3H7F2N (the ωB97M-V functional and the def2-TZVPD basis, the OMol25 dataset).

Computed properties:
LUMO energy ... 0.8 eV
Energy relative to the best compared isomer or geometry (same formula, charge and spin) ... 74.6 kcal/mol

Each line ends with the Mulliken charge.
Geometry (Å):
C  -1.2777  -0.7111  -0.3150  -0.55
C  -0.1277  -0.7867  0.7372  -0.65
C  1.0799  0.1141  0.3705  0.32
H  -1.7204  1.1229  -0.9186  0.33
H  -2.0755  0.7447  0.9979  0.31
H  -1.7621  -1.7448  -0.1392  0.25
H  -0.7182  -0.8732  -1.3459  0.25
H  -0.4681  -0.3013  1.5831  0.30
H  0.1191  -1.8774  1.1574  0.33
H  1.7892  0.2315  1.2985  0.21
N  -2.2485  0.4605  -0.3138  -0.56
F  0.5875  1.2547  0.1408  -0.22
F  1.9158  -0.3906  -0.7177  -0.30

Record 3
# C5H7N3

An isolated molecule of C5H7N3 (the ωB97M-V functional and the def2-TZVPD basis, the OMol25 dataset).

Computed properties:
LUMO energy ... 0.4 eV
Energy relative to the best compared isomer or geometry (same formula, charge and spin) ... 93.0 kcal/mol

Each line ends with the Mulliken charge.
Geometry (Å):
C  -1.1412  -0.9924  -1.4488  -0.67
N  -0.5611  0.3104  -1.6091  -0.55
C  0.2161  0.7035  -0.6736  0.61
C  1.2372  1.5743  -0.0644  -0.63
C  1.0274  0.1357  0.4232  -0.34
N  0.3703  0.0381  1.6938  -0.24
C  -0.8031  -0.5219  1.7277  0.39
N  -1.8871  -0.8047  1.7128  -0.43
H  -0.8433  -1.5619  -0.5448  0.22
H  -1.1291  -1.5916  -2.3861  0.30
H  -2.2404  -0.8748  -1.3406  0.28
H  2.2280  1.8360  -0.6375  0.21
H  0.8080  2.3514  0.4435  0.29
H  1.7299  -0.6505  0.2056  0.29
H  0.9884  0.0482  2.4982  0.25

Record 4
# C6H11NO

A structure of composition C6H11NO (the ωB97M-V functional and the def2-TZVPD basis, the OMol25 dataset).

Computed properties:
LUMO energy ... 0.8 eV
Energy relative to the best compared isomer or geometry (same formula, charge and spin) ... 77.9 kcal/mol

Each line ends with the Mulliken charge.
Geometry (Å):
C  -1.2201  -0.5943  -1.1102  -0.63
C  1.0939  -0.5375  0.2830  -0.83
C  -0.6369  1.8958  -0.8150  -1.38
C  1.1856  -0.0345  1.7188  -1.07
C  -0.1878  0.5560  -1.3721  1.00
C  -0.6372  -1.2776  0.0266  0.35
N  -1.0255  -2.1132  0.8507  -0.63
O  0.5035  0.4857  -2.3956  -0.61
H  -0.3894  -2.4201  1.5870  0.28
H  -1.2740  -1.2424  -1.9898  0.34
H  -2.2114  -0.2106  -0.8571  0.25
H  1.8255  0.0106  -0.3138  0.40
H  1.5567  -1.5249  0.1838  0.52
H  -1.4695  2.2574  -1.4250  0.40
H  0.1870  2.6075  -0.8832  0.32
H  -0.9875  1.8181  0.2151  0.35
H  1.1750  1.0589  1.7463  0.29
H  2.1298  -0.3449  2.1806  0.36
H  0.3821  -0.3901  2.3699  0.29

Please write out number 2 again, unchanged.
# C3H7F2N

A structure of composition C3H7F2N (the ωB97M-V functional and the def2-TZVPD basis, the OMol25 dataset).

Computed properties:
LUMO energy ... 0.8 eV
Energy relative to the best compared isomer or geometry (same formula, charge and spin) ... 74.6 kcal/mol

Each line ends with the Mulliken charge.
Geometry (Å):
C  -1.2777  -0.7111  -0.3150  -0.55
C  -0.1277  -0.7867  0.7372  -0.65
C  1.0799  0.1141  0.3705  0.32
H  -1.7204  1.1229  -0.9186  0.33
H  -2.0755  0.7447  0.9979  0.31
H  -1.7621  -1.7448  -0.1392  0.25
H  -0.7182  -0.8732  -1.3459  0.25
H  -0.4681  -0.3013  1.5831  0.30
H  0.1191  -1.8774  1.1574  0.33
H  1.7892  0.2315  1.2985  0.21
N  -2.2485  0.4605  -0.3138  -0.56
F  0.5875  1.2547  0.1408  -0.22
F  1.9158  -0.3906  -0.7177  -0.30